# 1
Entry from the Open Molecules 2025 dataset: a cluster of 2 separate species, C15H18O in total at a distorted geometry (ωB97M-V/def2-TZVPD).

Values from the calculation:
* ΔE to the lowest compared entry with this formula, charge and spin: 27.4 kcal/mol
* total charge: 0
* HOMO: -8.3 eV
* largest force on an atom: 3.061 eV Å⁻¹

The geometry in XYZ format:
```
34
Properties=species:S:1:pos:R:3:forces:R:3
C -3.1052 -0.3973 -2.4117 -1.7 0.6 -2.5
C -2.2402 0.7488 -2.9786 -0.7 0.4 0.6
C -2.5592 -0.9421 -1.1728 0.4 0.0 1.1
C -3.0587 -0.6238 0.0985 0.5 -0.9 -1.0
C -1.4143 -1.7304 -1.2727 -0.9 -0.8 0.4
C -2.4753 -1.2363 1.2006 -0.6 0.8 0.9
C -0.8387 -2.3008 -0.1459 -0.2 -0.5 0.3
C -1.3873 -2.0868 1.1300 0.1 0.4 -1.2
H -4.1716 -0.1051 -2.3836 0.4 0.6 0.9
H -3.2968 -1.1167 -3.2290 1.0 -0.5 0.4
H -1.2617 0.4127 -3.3112 0.0 -0.1 0.0
H -3.9685 -0.0442 0.1719 0.1 0.2 0.2
H -1.2302 -2.1308 -2.2636 0.7 0.3 0.0
H -2.9247 -0.9777 2.1572 0.2 -0.3 0.1
H -0.0491 -3.0294 -0.2834 0.1 0.1 0.1
H -1.0083 -2.5747 2.0129 0.2 0.0 0.0
H -2.1120 1.4813 -2.1739 0.2 0.0 -0.1
H -2.7490 1.2813 -3.7848 0.1 -0.2 -0.1
C 1.7166 3.2663 1.2312 -0.4 1.3 0.2
C 2.1865 1.8374 1.2625 0.3 2.4 -0.1
C 2.9379 1.4214 0.1717 1.0 -2.8 0.1
C 2.0193 1.0529 2.3970 -0.4 -2.0 -1.8
C 3.2869 0.0635 0.1086 0.7 1.2 0.3
C 2.2915 -0.3383 2.2667 -0.7 2.0 0.6
C 2.9187 -0.7837 1.1231 -0.1 -1.5 0.5
O 3.2204 -2.1298 1.0547 -0.4 0.3 0.7
H 0.7996 3.5127 0.6756 -0.2 -0.9 0.2
H 2.3772 3.9726 0.7129 0.6 -0.4 0.3
H 3.5013 1.9707 -0.5714 -0.9 1.0 0.0
H 1.4889 1.3924 3.2720 0.0 0.3 0.0
H 4.0656 -0.2657 -0.5767 -0.4 -0.1 -0.3
H 1.8592 -0.9427 3.0516 0.6 -0.6 -0.1
H 3.6353 -2.3067 0.2205 0.3 -0.2 -0.7
H 1.5459 3.6491 2.2404 0.1 0.0 0.0
```
Forces are in eV/Å.



# 2
Entry from the Open Molecules 2025 dataset: a cluster of 2 separate species, C15H18O in total at a distorted geometry (ωB97M-V/def2-TZVPD).

Values from the calculation:
* ΔE to the lowest compared entry with this formula, charge and spin: 19.7 kcal/mol
* total charge: +1
* multiplicity: 2
* HOMO (alpha / beta): -11.3 / -11.3 eV
* largest force on an atom: 1.651 eV Å⁻¹

The geometry in XYZ format:
```
34
Properties=species:S:1:pos:R:3:forces:R:3
C -1.6898 -0.1727 -1.1553 0.6 -0.7 -0.9
C -2.8835 -1.1116 -0.9724 -0.4 0.5 -0.6
C -1.8475 1.2784 -1.0078 0.5 0.5 0.2
C -1.2884 2.1644 -1.9997 -0.6 -0.7 -0.1
C -2.4739 1.8445 0.1378 -0.3 -0.3 0.0
C -1.3063 3.5157 -1.8530 0.6 -1.0 0.3
C -2.4679 3.1885 0.3303 0.1 -0.3 -0.2
C -1.7672 4.0027 -0.6075 -1.2 1.1 -0.3
O -1.8104 5.3174 -0.3711 0.7 -0.4 0.7
H -0.8238 -0.5230 -0.5635 -0.3 0.4 0.6
H -1.2549 -0.3757 -2.1424 -0.3 0.2 -0.1
H -3.5863 -0.9843 -1.7963 0.1 0.1 -0.2
H -0.9743 1.6774 -2.9178 0.2 0.3 0.0
H -2.9650 1.1627 0.8240 0.1 0.2 0.1
H -0.9638 4.1539 -2.6509 0.1 0.3 0.1
H -2.9593 3.6699 1.1640 0.1 0.0 0.1
H -0.9195 5.7137 -0.3861 -0.4 0.2 -0.5
H -3.4986 -0.9481 -0.0917 0.4 -0.3 0.4
H -2.5005 -2.1178 -1.0769 -0.1 -0.3 0.5
C 3.0878 -4.1468 1.7049 -0.4 -0.3 0.4
C 1.7413 -1.2097 -0.2252 -0.9 0.2 -0.1
C 1.9109 -2.5209 0.1831 0.0 0.0 0.3
C 2.1611 -0.1320 0.5452 0.3 -0.6 -0.7
C 2.5938 -2.7714 1.3685 0.1 -0.1 0.0
C 2.7752 -0.3918 1.7597 -0.2 0.3 0.4
C 2.9169 -1.6953 2.1993 -0.1 -0.4 -0.4
H 1.1907 -1.0099 -1.1418 0.3 -0.1 -0.1
H 1.4661 -3.3478 -0.3661 0.4 0.1 -0.2
H 2.0389 0.8385 0.0902 0.1 0.4 0.4
H 3.1490 0.4028 2.3918 -0.2 0.1 0.0
H 2.7678 -4.8962 0.9859 -0.1 0.0 -0.1
H 2.7651 -4.4841 2.6880 -0.2 0.0 0.1
H 3.2440 -1.9218 3.2031 0.5 0.1 0.0
H 4.1722 -4.1696 1.7498 0.2 0.1 -0.2
```
Forces are in eV/Å.



# 3
Entry from the Open Molecules 2025 dataset: a structure of composition C15H19AsMgN2O7S3 (ωB97M-V/def2-TZVPD).

Values from the calculation:
* ΔE to the lowest compared entry with this formula, charge and spin: 12.9 kcal/mol
* total charge: -2
* HOMO: -0.5 eV
* largest force on an atom: 0.372 eV Å⁻¹

The geometry in XYZ format:
```
48
Properties=species:S:1:pos:R:3:forces:R:3
Mg -0.6233 0.5150 -0.1341 -0.3 -0.1 0.1
C -5.0665 1.2418 1.1082 0.0 0.1 0.0
C -3.5557 1.2057 1.1937 0.0 0.1 0.0
S -3.0488 -0.5090 1.5317 0.2 -0.1 0.0
C -2.8289 2.3391 1.1032 0.0 -0.1 0.0
C -3.5958 3.6391 0.9188 0.1 0.0 0.0
S -1.0692 2.5759 1.1111 -0.1 -0.1 0.0
H -5.4994 0.3155 1.4861 0.0 0.0 0.0
H -5.3941 1.3320 0.0673 0.0 0.0 0.0
H -5.4941 2.0756 1.6727 0.0 0.0 0.0
H -4.2948 3.8172 1.7429 0.0 0.0 0.0
H -4.1791 3.6137 -0.0065 0.0 0.0 0.0
H -2.8989 4.4725 0.8620 0.0 0.0 0.0
O -1.6367 2.1271 -3.1318 0.0 0.0 0.0
As -2.3477 0.6355 -2.2833 0.1 0.0 0.0
O -3.7909 -1.2881 0.4957 0.0 0.0 0.1
O -1.5449 -0.5584 1.2536 0.0 0.1 -0.1
C -1.3534 -0.7059 -3.4046 0.1 0.0 0.0
C -2.0919 -1.4939 -4.2951 0.0 0.1 0.0
C -1.5020 -2.4149 -5.1476 -0.1 0.0 0.0
C -0.1238 -2.5676 -5.1596 0.1 0.0 0.0
C 0.6466 -1.8216 -4.2814 -0.1 0.1 0.0
C 0.0329 -0.9246 -3.4081 0.0 0.0 0.0
S 1.1180 -0.2191 -2.1696 0.0 0.3 0.2
O 0.7865 1.1963 -1.9285 0.1 -0.3 -0.1
O 2.4661 -0.4381 -2.6579 0.1 -0.1 0.1
O 0.8059 -0.9549 -0.9114 -0.1 0.2 -0.3
H -0.7505 2.2487 -2.7698 0.0 0.0 0.0
H -3.1664 -1.3512 -4.3130 0.0 0.0 0.0
H -2.1199 -3.0030 -5.8186 0.0 0.0 0.0
H 0.3508 -3.2669 -5.8389 0.0 0.0 0.0
H 1.7214 -1.9312 -4.2507 0.0 0.0 0.0
N 1.9637 0.4621 1.7975 0.1 0.1 0.1
C 2.8035 0.0564 1.1166 0.0 -0.1 0.0
N 3.7713 -0.4175 0.3290 -0.1 0.2 0.1
C 5.0703 0.2356 0.4247 0.0 -0.1 -0.1
C 5.8844 -0.1486 -0.7947 0.0 -0.1 -0.1
O 6.0011 -1.5593 -0.8986 0.0 0.0 0.1
C 4.7039 -2.1300 -1.0948 0.0 0.1 -0.1
C 3.7939 -1.8564 0.0820 0.0 0.0 0.0
H 5.6018 -0.0714 1.3370 0.0 0.0 0.0
H 4.9124 1.3137 0.4555 0.0 0.0 0.0
H 6.8951 0.2541 -0.7183 0.0 0.0 0.0
H 5.3984 0.2449 -1.6951 0.0 0.0 0.0
H 4.8452 -3.2035 -1.2083 0.0 0.0 0.0
H 4.2531 -1.7117 -1.9986 0.0 0.0 0.0
H 4.1513 -2.3925 0.9731 0.0 0.0 0.0
H 2.7796 -2.1728 -0.1533 -0.1 0.0 0.0
```
Forces are in eV/Å.



# 4
Entry from the Open Molecules 2025 dataset: a structure of composition C15H19AuN6O3S2 at a distorted geometry (ωB97M-V/def2-TZVPD).

Values from the calculation:
* ΔE to the lowest compared entry with this formula, charge and spin: 61.2 kcal/mol
* total charge: +2
* HOMO (alpha / beta): -14.4 / -14.2 eV
* largest force on an atom: 3.250 eV Å⁻¹

The geometry in XYZ format:
```
46
Properties=species:S:1:pos:R:3:forces:R:3
Au -0.4280 -0.5102 0.1832 -0.1 -1.3 -0.2
C 1.7602 0.4059 5.2916 0.0 0.0 0.3
C 2.2949 0.1970 3.9391 -0.7 0.0 -0.4
N 3.5437 0.0649 3.6076 1.0 0.1 0.3
N 3.5848 -0.1521 2.2988 -1.2 0.0 -0.1
C 2.3545 -0.1812 1.7643 0.2 0.0 1.0
S 1.9815 -0.5816 0.1663 -1.0 1.5 -1.1
N 1.5097 0.0661 2.8079 0.9 0.2 -0.1
N 0.1405 0.1892 2.6877 -0.4 0.1 0.4
H 2.5912 0.6015 5.9612 0.0 0.0 0.1
H 1.2467 -0.4896 5.6484 0.0 0.0 0.0
H 1.0683 1.2480 5.3261 0.0 0.0 0.0
H 4.4664 -0.2242 1.8045 0.1 -0.1 0.1
H -0.1403 1.1467 2.4592 0.3 -0.1 0.0
H -0.3176 -0.1043 3.5494 0.2 -0.1 -0.2
N -6.5197 0.2216 -0.6599 -0.3 0.0 0.0
C -5.2339 -0.0661 -0.4775 0.6 0.0 0.0
C -4.2992 0.0325 -1.5351 0.1 -0.1 0.2
C -2.9767 -0.2263 -1.2991 -0.5 0.1 -0.5
N -2.5055 -0.6042 -0.1020 0.8 0.1 0.1
C -3.3766 -0.7034 0.9131 -0.5 -0.1 0.2
C -4.7197 -0.4663 0.7772 0.2 0.0 -0.1
H -6.8597 0.5093 -1.5635 0.0 0.0 0.1
H -7.1862 0.1689 0.0953 0.1 0.0 -0.1
H -4.6248 0.3022 -2.5270 0.0 0.1 -0.1
H -2.2515 -0.1436 -2.0937 0.0 0.0 -0.1
H -2.9609 -1.0071 1.8616 -0.1 0.0 0.1
H -5.3861 -0.5934 1.6151 0.0 0.0 0.2
C -0.5556 0.6716 -6.3986 0.2 -0.1 -0.5
C -0.1073 1.1105 -5.0599 0.2 0.2 0.7
C -0.5686 2.3164 -4.5071 0.3 -0.4 -0.1
C -0.1544 2.7168 -3.2509 0.0 0.1 0.2
C 0.7034 1.8967 -2.5380 0.5 0.1 0.6
C 1.2073 0.7217 -3.0732 0.0 0.1 0.1
C 0.8135 0.3334 -4.3386 -0.4 0.3 -0.1
S 1.0097 2.2784 -0.8305 -3.2 0.2 -0.7
O 1.1819 3.6655 -0.5839 0.6 0.0 -0.1
O 2.1866 1.4519 -0.3884 1.6 -1.5 0.6
O -0.1923 1.7333 -0.1212 1.0 0.8 -0.1
H -1.4371 1.2179 -6.7181 -0.1 -0.1 -0.1
H -0.7397 -0.4010 -6.4279 -0.1 0.0 0.0
H 0.2446 0.8617 -7.1177 -0.1 0.0 -0.1
H -1.2478 2.9397 -5.0707 0.0 0.0 0.0
H -0.4661 3.6521 -2.8126 -0.2 0.1 0.0
H 1.9195 0.1490 -2.5009 0.1 -0.2 -0.1
H 1.2036 -0.5730 -4.7789 0.0 -0.1 0.0
```
Forces are in eV/Å.



# 5
Entry from the Open Molecules 2025 dataset: a structure of composition C15H19BLiN8S3 (ωB97M-V/def2-TZVPD).

Values from the calculation:
* total charge: -1
* HOMO: -4.0 eV
* largest force on an atom: 0.431 eV Å⁻¹

The geometry in XYZ format:
```
47
Properties=species:S:1:pos:R:3:forces:R:3
Li -0.2248 -1.1505 -0.1699 0.1 -0.3 -0.3
N 2.8621 0.0804 2.7936 0.1 0.0 -0.1
C 1.9026 -0.5475 2.0451 0.0 -0.1 0.2
S 2.3724 -1.2841 0.5685 -0.2 0.2 0.1
N 0.7053 -0.5133 2.6236 0.0 0.1 -0.1
N -0.2602 -0.9897 1.8138 -0.1 0.1 0.2
C -1.4335 -1.1236 2.2958 -0.2 -0.1 -0.2
C -2.4971 -1.6011 1.3962 0.1 0.0 0.0
C -3.8382 -1.5153 1.7553 0.0 0.0 0.1
C -4.7994 -1.9261 0.8520 0.0 0.0 0.0
C -4.4024 -2.4234 -0.3806 0.0 0.0 0.0
C -3.0452 -2.4767 -0.6555 0.1 0.0 0.1
N -2.1112 -2.0879 0.2061 -0.2 0.2 0.1
H 3.8127 -0.1503 2.5739 0.1 0.0 0.0
H 2.6221 0.2853 3.7499 0.0 0.0 0.0
H -1.6654 -0.8661 3.3282 0.0 0.0 0.0
H -4.1095 -1.0885 2.7139 0.0 0.0 0.0
H -5.8516 -1.8418 1.0974 0.0 0.0 0.0
H -5.1244 -2.7472 -1.1183 0.0 0.0 0.0
H -2.6817 -2.8392 -1.6119 0.0 0.0 0.0
C -1.0480 2.5236 2.6176 0.0 0.1 -0.1
N -0.3364 2.6288 1.3623 0.0 -0.1 0.1
C 0.9772 3.0454 1.2254 -0.2 0.0 0.1
C 1.3151 2.8199 -0.0551 -0.1 -0.1 -0.2
N 0.2353 2.2470 -0.7080 -0.1 0.1 0.0
B 0.2357 1.8579 -2.2292 0.0 0.1 0.0
N 1.3719 0.7945 -2.4546 0.0 0.1 -0.1
C 2.7166 1.1015 -2.5489 -0.2 0.1 -0.1
C 3.4053 -0.0313 -2.7749 0.0 -0.2 0.0
N 2.4695 -1.0476 -2.8246 0.0 -0.1 0.0
C 2.7539 -2.4614 -2.9412 0.0 0.1 0.0
C 1.2232 -0.5356 -2.6259 0.2 0.1 0.0
S -0.2039 -1.4804 -2.6194 0.2 0.1 0.1
C -0.7984 2.1393 0.1685 0.3 0.1 0.1
S -2.3791 1.5703 -0.0836 0.1 -0.1 0.1
H -0.6539 3.2699 3.3071 0.0 0.0 0.0
H -0.9208 1.5274 3.0451 0.1 0.0 0.0
H -2.1060 2.6987 2.4378 0.0 0.0 0.0
H 1.5423 3.4545 2.0457 -0.1 -0.1 0.0
H 2.2468 3.0202 -0.5546 -0.1 0.0 0.0
H -0.8168 1.3784 -2.5134 0.0 0.1 -0.1
H 0.5252 2.8416 -2.8942 0.1 -0.1 0.1
H 3.0746 2.1134 -2.4682 -0.1 0.0 0.0
H 4.4600 -0.2146 -2.8872 -0.1 0.0 0.0
H 3.8318 -2.5882 -3.0308 0.0 0.0 0.0
H 2.2548 -2.8796 -3.8143 0.0 0.0 0.0
H 2.3914 -2.9868 -2.0587 0.0 0.0 0.0
```
Forces are in eV/Å.



# 6
Entry from the Open Molecules 2025 dataset: a cluster of 6 separate species, C15H19BrClF5NO17PSi in total at a distorted geometry (ωB97M-V/def2-TZVPD).

Values from the calculation:
* total charge: 0
* HOMO: -9.4 eV
* largest force on an atom: 5.364 eV Å⁻¹

The geometry in XYZ format:
```
61
Properties=species:S:1:pos:R:3:forces:R:3
N -1.2808 1.8270 0.3815 -1.4 1.0 -2.4
P -2.0174 2.7064 -0.7627 5.2 -0.4 1.1
O -1.2049 2.4521 -2.2950 -1.3 -0.4 1.8
O -1.9497 4.4027 -0.3708 -0.7 -2.6 -2.7
Si -4.1413 2.0952 -0.7783 -1.7 0.3 -1.2
Cl -4.5626 0.7574 -2.4321 0.5 1.1 1.6
Br -5.3472 4.0679 -1.0563 0.6 -1.3 0.1
H -0.4862 1.2608 -0.0066 -0.8 0.9 0.6
H -0.8154 1.5185 -2.3512 -0.9 1.9 0.5
H -2.3164 4.8902 -1.1685 0.4 -0.5 1.3
H -4.5158 1.4632 0.5118 0.1 0.1 -0.5
C 1.3221 -2.0307 1.8226 -0.8 -1.3 0.5
C 2.6909 -1.4998 2.0803 0.4 -0.7 0.7
O 2.9707 -0.7371 0.9284 -0.8 0.6 -0.4
C 1.7572 -0.3004 0.4889 -1.1 1.3 -1.3
O 1.6055 0.6042 -0.3153 0.4 -1.7 1.4
O 0.7291 -0.9949 1.0652 1.0 1.4 -1.0
F 3.5918 -2.5050 2.1547 0.3 0.1 0.1
H 1.3296 -2.9532 1.2324 0.3 0.2 0.1
H 0.7647 -2.2096 2.7460 0.2 0.2 -0.5
H 2.7660 -0.8649 2.9695 0.1 -0.1 -0.1
C -2.4051 -0.8522 5.9414 -0.6 0.7 0.9
C -2.6264 -2.0621 5.0995 -0.8 -0.2 -0.5
O -1.5329 -2.0492 4.2101 0.7 0.2 0.7
C -0.5275 -1.4337 4.8934 2.6 0.4 -0.4
O 0.6473 -1.4759 4.5676 -2.7 0.3 1.1
O -0.9950 -0.7689 5.9938 0.7 -0.7 -0.9
F -3.7637 -1.9460 4.3778 -0.1 -0.2 0.0
H -2.8058 0.0597 5.4863 -0.1 -0.2 -0.1
H -2.8289 -0.9597 6.9435 0.3 0.0 -0.1
H -2.6344 -3.0033 5.6595 -0.1 0.0 -0.2
C 4.2249 2.1578 1.3757 -0.2 -0.8 -1.0
C 3.4672 3.0544 2.2943 -0.6 -0.1 0.4
O 4.4498 3.5062 3.1984 0.5 0.1 -0.7
C 5.6145 3.4944 2.4913 3.0 1.3 0.7
O 6.6316 4.0714 2.8382 -2.4 -1.5 -0.8
O 5.5018 2.7630 1.3407 0.3 0.7 0.8
F 2.5375 2.3599 2.9877 -0.3 0.0 0.1
H 4.3176 1.1369 1.7611 -0.2 0.2 0.1
H 3.7830 2.1167 0.3764 0.2 0.0 0.1
H 2.9997 3.9124 1.7995 -0.1 -0.1 0.2
C 4.9924 -4.2140 -1.4925 1.3 -0.1 -0.2
C 3.8234 -3.4343 -1.9899 -0.2 0.2 -0.8
O 2.7274 -4.0273 -1.3311 0.4 0.1 0.8
C 3.2326 -4.4992 -0.1569 -1.3 -1.2 2.6
O 2.5497 -4.8298 0.7982 1.6 0.6 -2.4
O 4.5995 -4.5497 -0.1768 -1.2 0.1 0.2
F 3.6623 -3.6036 -3.3215 -0.1 0.2 -0.2
H 5.1643 -5.1315 -2.0652 -0.2 0.2 -0.1
H 5.9136 -3.6252 -1.4884 -0.2 -0.1 0.2
H 3.8622 -2.3660 -1.7517 -0.1 -0.1 -0.2
C -4.7254 1.7134 -6.7536 1.1 0.5 -0.2
C -5.8194 1.6268 -5.7450 -0.4 0.5 0.4
O -6.8234 0.8943 -6.4100 0.7 -0.5 -0.2
C -6.1556 0.0902 -7.2841 -1.2 -2.6 -1.8
O -6.6499 -0.8773 -7.8386 1.2 2.4 1.3
O -4.8606 0.4955 -7.4581 -0.9 -0.5 0.1
F -6.3078 2.8539 -5.4566 -0.1 0.2 0.3
H -4.8546 2.5505 -7.4479 -0.2 0.0 0.2
H -3.7379 1.7909 -6.2906 -0.1 -0.2 -0.1
H -5.5380 1.1106 -4.8209 -0.2 0.2 -0.1
```
Forces are in eV/Å.